46
Properties=species:S:1:pos:R:3:forces:R:3 method="wB97M-V/def2-TZVPD" largest_force_ev_per_a=5.26 total_charge=+2 lumo_ev="-6.87 / -9.75" multiplicity=3 homo_energy_ev="-15.24 / -16.78"
C -2.844 1.264 -0.709 -0.337 -0.244 -0.283
H -3.505 2.135 -0.623 0.230 -0.108 0.023
H -2.446 1.250 -1.731 -0.058 0.045 0.069
H -2.003 1.411 -0.023 0.027 0.197 0.154
C -3.602 -0.031 -0.400 -0.179 0.145 0.045
H -2.911 -0.882 -0.464 0.034 -0.110 -0.005
H -3.963 -0.004 0.636 0.068 -0.011 -0.153
C -4.784 -0.261 -1.347 0.078 -0.008 -0.003
H -5.313 -1.191 -1.110 0.109 0.193 -0.027
H -5.505 0.562 -1.280 0.149 -0.147 0.014
H -4.446 -0.322 -2.388 -0.060 0.014 0.146
C 1.904 -0.864 0.425 3.240 -1.033 -0.125
C 1.122 -1.907 -0.221 0.333 -0.490 1.083
C 0.633 -1.350 -1.402 -0.864 0.390 -1.801
C 1.218 -0.027 -1.579 -0.700 -0.490 -2.811
C 2.070 0.238 -0.509 2.222 -0.235 1.225
C 2.998 1.392 -0.337 -0.445 0.163 0.051
C 0.991 0.830 -2.780 -0.104 0.198 0.329
C -0.262 -2.006 -2.401 -0.165 -0.064 0.019
C 0.927 -3.293 0.290 -0.334 0.079 0.088
C 2.738 -1.069 1.647 -0.181 0.134 0.139
Au -0.009 -0.025 0.388 -3.603 -3.227 -2.076
H 1.287 1.863 -2.602 0.066 -0.051 0.014
H 1.565 0.467 -3.636 0.076 -0.140 0.026
H -0.056 0.840 -3.083 -0.008 -0.143 0.016
H 2.669 2.264 -0.901 -0.005 -0.063 -0.074
H 3.078 1.696 0.705 0.061 -0.118 0.064
H 4.005 1.141 -0.682 -0.038 -0.163 -0.021
H 2.248 -1.725 2.366 0.043 -0.102 -0.025
H 3.696 -1.526 1.383 -0.016 -0.016 -0.068
H 2.950 -0.129 2.154 0.073 0.014 -0.054
H 0.014 -3.743 -0.097 0.056 0.038 -0.090
H 1.759 -3.940 0.000 0.079 0.132 -0.064
H 0.860 -3.319 1.377 0.117 0.033 0.030
H -1.010 -1.316 -2.794 0.075 0.068 0.026
H 0.308 -2.377 -3.256 0.108 0.032 0.047
H -0.796 -2.852 -1.972 0.066 0.007 0.014
C 0.640 2.973 3.128 0.208 0.112 0.672
C 0.401 1.646 2.473 0.154 -0.406 3.646
N 0.362 0.511 3.213 0.136 0.829 0.367
O 0.231 1.601 1.261 -0.467 4.324 0.307
H 0.770 2.862 4.225 -0.075 0.116 -0.730
H -0.226 3.641 2.940 0.536 -0.417 -0.024
H 1.557 3.435 2.707 -0.608 -0.228 0.154
H 0.177 -0.403 2.775 0.076 0.758 0.541
H 0.500 0.540 4.233 -0.175 -0.005 -0.876

30
Properties=species:S:1:pos:R:3:forces:R:3 method="wB97M-V/def2-TZVPD" largest_force_ev_per_a=9.46 de_lowest_kcal_mol=61.1 lumo_ev="0.80 / -2.64" multiplicity=3 homo_energy_ev="-5.79 / -9.50"
C -1.851 2.072 -1.331 6.437 6.408 1.560
C -1.339 2.062 0.081 -1.794 -2.975 -2.125
C -2.728 1.174 -1.788 -6.427 -6.938 -0.104
C -2.191 1.228 0.979 -2.106 0.070 -0.631
C -0.216 -2.297 -0.793 0.208 0.631 1.828
C 0.194 -1.798 0.232 1.235 -0.028 -1.108
C -3.542 0.314 -0.901 -1.049 0.408 2.649
C -3.257 0.523 0.609 0.349 -0.215 -0.953
C 4.420 -0.502 -0.354 -1.619 5.340 1.511
C 0.950 -1.148 1.338 -3.212 2.366 -2.053
C 3.181 -1.137 0.188 0.402 3.186 4.313
C 2.131 -0.251 0.929 -2.257 1.727 -2.948
Cl -3.274 -1.456 -1.195 0.240 -0.844 -0.533
Cl -4.342 -0.327 1.750 0.932 0.652 -0.812
H -1.395 2.754 -2.105 -0.434 -0.556 1.325
H -1.366 3.042 0.362 0.666 2.625 1.357
H -3.164 1.075 -2.707 -0.113 0.333 -2.775
H -1.975 1.342 1.987 0.329 0.024 1.892
H -0.866 -2.735 -1.481 -0.248 -0.394 -0.869
H -0.429 1.537 0.239 1.857 0.218 -0.329
H -4.659 0.274 -0.972 0.849 0.803 -0.558
H 5.147 -1.180 -0.411 3.063 -2.648 -0.707
H 4.180 -0.022 -1.311 0.340 -0.302 0.020
H 4.865 0.402 0.300 -1.110 -2.022 -1.103
H 0.078 -0.594 1.829 1.541 -0.312 0.059
H 1.270 -1.902 1.939 0.953 -2.105 2.180
H 2.725 -1.618 -0.552 -2.080 -2.229 -2.896
H 3.350 -1.789 1.024 0.864 -1.067 0.006
H 1.689 0.689 0.305 1.028 -2.260 0.810
H 2.413 0.265 1.810 1.155 0.107 0.995

94
Properties=species:S:1:pos:R:3:forces:R:3 method="wB97M-V/def2-TZVPD" largest_force_ev_per_a=4.39 de_lowest_kcal_mol=10.5 total_charge=+1 lumo_ev=-2.82 multiplicity=1 homo_energy_ev=-7.64
C -1.273 -1.653 -1.981 -0.086 -0.509 -0.725
C 0.743 -2.710 -1.291 0.671 0.646 0.674
C -1.494 -2.630 -2.952 -0.783 0.952 0.467
C 0.466 -3.787 -2.179 -0.377 -0.207 -0.350
C -0.623 -3.723 -3.028 0.832 -0.070 0.448
H -2.370 -2.529 -3.586 0.116 -0.231 0.072
H 1.169 -4.617 -2.172 -0.245 0.074 -0.163
H -0.812 -4.512 -3.754 0.083 0.098 0.166
N -0.151 -1.660 -1.253 -0.151 0.297 0.446
P -2.558 -0.201 0.099 -1.525 -0.173 -0.361
P 2.430 -1.161 0.321 0.555 0.054 -1.261
C -2.308 -0.554 -1.706 -0.162 0.194 -0.419
H -2.000 0.387 -2.186 -0.001 -0.212 0.088
H -3.272 -0.834 -2.152 0.357 0.064 -0.057
C 1.901 -2.652 -0.470 -0.196 -0.353 0.145
H 2.502 -3.560 -0.377 -0.116 0.309 -0.303
C 3.487 -0.155 -0.908 0.598 -0.381 0.517
C 3.376 -1.562 1.909 -0.123 0.105 -0.555
C -3.438 1.479 0.297 -0.425 -0.537 -0.359
C -3.619 -1.687 0.634 -0.175 0.442 -0.138
C 3.505 1.323 -0.471 0.239 -0.105 -0.155
H 4.098 1.476 0.439 -0.181 0.010 -0.247
H 3.966 1.912 -1.278 -0.045 -0.021 0.211
H 2.498 1.712 -0.302 0.217 -0.050 0.057
C 4.918 -0.709 -0.963 0.207 0.394 -0.477
H 5.481 -0.528 -0.040 -0.167 -0.069 -0.228
H 4.934 -1.782 -1.198 -0.052 0.227 0.058
H 5.451 -0.187 -1.770 0.056 -0.129 0.106
C 2.872 -0.265 -2.317 0.088 -0.127 0.088
H 3.383 0.447 -2.986 -0.052 -0.171 0.228
H 3.000 -1.273 -2.736 -0.135 0.257 0.187
H 1.808 -0.014 -2.313 0.158 -0.255 -0.037
C 4.008 -0.266 2.454 0.091 -0.162 0.130
H 3.258 0.532 2.560 0.167 -0.185 -0.099
H 4.420 -0.476 3.453 -0.039 0.044 -0.179
H 4.835 0.100 1.833 -0.250 -0.106 0.171
C 2.405 -2.103 2.973 -0.020 0.017 -0.003
H 1.672 -1.346 3.278 0.153 -0.150 -0.166
H 1.879 -3.006 2.640 0.062 0.219 -0.022
H 2.995 -2.371 3.864 -0.152 0.061 -0.203
C 4.419 -2.650 1.637 0.278 -0.022 0.256
H 5.177 -2.356 0.905 -0.246 -0.105 0.235
H 4.935 -2.861 2.585 -0.027 -0.086 -0.170
H 3.940 -3.577 1.299 0.122 0.200 0.091
C -4.062 -1.453 2.089 -0.244 -0.251 -0.097
H -4.561 -2.368 2.444 0.101 0.222 -0.026
H -3.210 -1.262 2.756 -0.375 0.063 -0.207
H -4.790 -0.634 2.168 0.211 -0.250 0.016
C -2.772 -2.972 0.553 0.124 0.055 0.031
H -2.565 -3.251 -0.490 0.041 0.067 0.329
H -1.828 -2.874 1.111 -0.326 -0.171 -0.337
H -3.352 -3.792 1.008 0.164 0.253 -0.126
C -4.842 -1.885 -0.272 -0.260 -0.136 0.196
H -5.409 -2.740 0.126 0.064 0.155 -0.196
H -5.510 -1.018 -0.280 0.155 -0.350 -0.035
H -4.559 -2.128 -1.304 -0.080 0.006 0.280
C -2.697 2.571 -0.497 -0.018 -0.027 -0.014
H -2.699 2.371 -1.577 -0.001 0.055 0.236
H -3.226 3.525 -0.335 0.144 -0.286 -0.055
H -1.660 2.701 -0.168 -0.224 -0.051 0.008
C -3.442 1.882 1.784 -0.020 0.020 -0.034
H -2.426 1.935 2.198 -0.261 -0.021 -0.185
H -3.896 2.882 1.867 0.112 -0.233 -0.008
H -4.032 1.200 2.407 0.216 0.207 -0.172
C -4.879 1.399 -0.220 -0.229 0.532 0.065
H -4.928 1.026 -1.252 -0.019 0.033 0.265
H -5.527 0.796 0.428 0.240 0.133 -0.209
H -5.296 2.417 -0.219 -0.019 -0.180 -0.042
Sn 0.009 -0.295 0.677 1.056 -1.360 0.643
C -0.884 -1.775 2.862 -0.967 -1.175 2.173
O -0.970 -1.899 4.000 0.489 0.475 -1.615
N 0.245 1.356 -0.944 0.444 2.122 -3.752
C 0.376 1.953 -1.957 -0.585 -1.917 3.908
C 0.526 2.759 -3.104 0.102 0.590 -1.254
C 0.293 4.145 -3.015 0.047 -0.080 0.005
C 0.896 2.179 -4.335 -0.047 0.073 0.134
C 0.454 4.945 -4.145 0.011 -0.241 0.083
H -0.010 4.567 -2.053 0.122 -0.046 -0.368
C 1.069 2.992 -5.455 -0.096 -0.027 0.283
H 1.034 1.096 -4.391 0.042 0.370 -0.041
C 0.848 4.371 -5.361 -0.007 -0.154 0.218
H 0.275 6.018 -4.071 0.063 -0.324 -0.051
H 1.374 2.540 -6.399 -0.116 0.168 0.253
H 0.983 5.001 -6.242 -0.050 -0.187 0.294
C 0.706 0.630 4.907 -0.117 0.216 0.483
S -0.324 1.423 3.661 1.675 -0.049 -1.410
C -0.012 3.145 4.041 -0.164 0.183 0.346
O 0.490 1.220 2.337 -0.635 1.346 2.098
H 0.516 1.136 5.862 0.108 -0.114 -0.147
H 1.761 0.708 4.621 -0.298 0.106 -0.007
H 0.400 -0.415 5.010 0.123 0.312 -0.134
H 1.049 3.386 3.915 -0.194 -0.235 0.012
H -0.619 3.767 3.372 0.129 -0.278 0.092
H -0.333 3.311 5.073 0.047 0.128 -0.089

Number 1: calculated total energy -853.334355 a.u.. Number 2: calculated total energy -1386.894981 a.u.. Number 3: calculated total energy -2844.133703 a.u..